{"formula": "C21H26BO7Re", "method": "wB97M-V/def2-TZVPD", "gap_ha": [0.2417, 0.2448], "spin_multiplicity": 1, "e_lumo_ev": [-1.129, -1.043], "elements": ["Re", "O", "C", "O", "C", "C", "C", "C", "C", "O", "C", "C", "O", "O", "H", "H", "H", "H", "H", "H", "H", "H", "C", "C", "C", "C", "C", "C", "C", "H", "H", "H", "H", "H", "C", "C", "C", "O", "B", "O", "C", "C", "C", "H", "H", "H", "H", "H", "H", "H", "H", "H", "H", "H", "H", "H"], "positions_angstrom": [[-0.09, -0.12, -0.36], [-1.16, -1.32, 3.19], [-0.84, -1.10, 1.97], [-0.68, 0.00, 1.39], [-0.82, -2.36, 1.12], [-1.82, -2.14, -0.02], [-2.23, -3.49, -0.63], [-0.95, -3.88, -1.40], [-0.03, -2.70, -1.10], [-1.00, -1.64, -1.10], [0.44, -2.76, 0.36], [1.70, -1.89, 0.44], [2.73, -2.53, 0.85], [1.63, -0.71, 0.01], [-1.15, -3.20, 1.75], [-2.67, -1.48, 0.20], [-3.05, -3.36, -1.34], [-2.53, -4.23, 0.11], [-1.18, -3.94, -2.47], [-0.54, -4.85, -1.08], [0.75, -2.54, -1.86], [0.73, -3.78, 0.61], [-2.10, -0.11, -1.01], [-3.54, -0.10, -1.48], [-3.94, -0.94, -2.51], [-5.27, -0.93, -2.94], [-6.19, -0.07, -2.34], [-5.79, 0.77, -1.30], [-4.46, 0.76, -0.87], [-3.22, -1.60, -2.98], [-5.58, -1.59, -3.75], [-7.23, -0.07, -2.67], [-6.51, 1.43, -0.83], [-4.14, 1.41, -0.06], [3.99, 0.95, 2.11], [3.02, 2.09, 1.70], [3.15, 3.22, 2.75], [1.71, 1.58, 1.71], [1.56, 1.14, 0.32], [2.61, 1.63, -0.59], [3.24, 2.59, 0.22], [2.57, 3.97, -0.07], [4.73, 2.71, -0.17], [3.72, 0.56, 3.12], [5.04, 1.31, 2.16], [3.94, 0.10, 1.40], [2.96, 2.81, 3.77], [2.40, 4.02, 2.58], [4.17, 3.66, 2.73], [1.49, 3.95, 0.18], [2.67, 4.22, -1.15], [3.06, 4.78, 0.51], [5.25, 1.73, -0.10], [5.25, 3.45, 0.48], [4.82, 3.04, -1.23], [-0.64, 1.51, -0.36]]}

{"formula": "C21H26Cl2N2O5SSi2Te4W", "method": "wB97M-V/def2-TZVPD", "total_charge": -2, "gap_ha": 0.1994, "spin_multiplicity": 1, "e_lumo_ev": 3.892, "elements": ["W", "Cl", "C", "C", "C", "Cl", "C", "C", "C", "C", "N", "C", "C", "O", "H", "H", "H", "H", "Te", "Te", "Te", "Te", "O", "S", "O", "O", "O", "C", "Si", "C", "C", "C", "C", "C", "C", "C", "C", "N", "Si", "C", "C", "C", "H", "H", "H", "H", "H", "H", "H", "H", "H", "H", "H", "H", "H", "H", "H", "H", "H", "H", "H", "H", "H", "H"], "positions_angstrom": [[-1.88, 0.76, 0.08], [-4.47, -3.54, 0.74], [-3.20, -3.24, -0.39], [-2.65, -4.31, -1.10], [-1.73, -4.12, -2.09], [-1.13, -5.50, -3.00], [-1.27, -2.82, -2.41], [-0.44, -2.46, -3.50], [-0.17, -1.14, -3.71], [-0.61, -0.17, -2.78], [-1.31, -0.49, -1.72], [-1.74, -1.79, -1.60], [-2.79, -1.93, -0.64], [-3.29, -0.83, -0.19], [-3.00, -5.31, -0.88], [-0.07, -3.23, -4.17], [0.40, -0.81, -4.56], [-0.36, 0.87, -2.92], [-1.54, 3.12, -1.56], [-0.97, 3.42, -4.18], [-5.83, 3.32, -1.39], [-3.82, 1.63, -1.87], [-2.17, 0.67, 3.77], [-2.71, -0.01, 2.63], [-3.69, -1.01, 2.92], [-1.58, -0.57, 1.71], [-3.22, 1.04, 1.59], [0.69, -0.61, 3.27], [1.06, -0.78, 1.42], [2.94, -1.07, 1.54], [0.46, -2.45, 0.78], [0.57, 0.74, 0.32], [0.42, 1.89, 1.25], [1.36, 2.61, 2.00], [0.92, 3.57, 2.89], [-0.44, 3.81, 3.04], [-1.32, 3.08, 2.27], [-0.88, 2.18, 1.39], [2.02, 1.02, -0.88], [3.62, 1.67, -0.06], [2.53, -0.58, -1.77], [1.93, 2.32, -2.22], [1.59, -0.83, 3.84], [-0.10, -1.31, 3.56], [0.33, 0.38, 3.55], [3.04, -2.01, 2.09], [3.43, -0.31, 2.14], [3.49, -1.18, 0.60], [0.99, -3.23, 1.33], [0.66, -2.60, -0.28], [-0.61, -2.58, 0.95], [2.41, 2.37, 1.92], [1.63, 4.11, 3.49], [-0.82, 4.53, 3.75], [-2.40, 3.19, 2.33], [3.97, 1.15, 0.83], [3.53, 2.73, 0.16], [4.40, 1.57, -0.83], [3.56, -0.83, -1.54], [2.46, -0.43, -2.85], [1.91, -1.45, -1.53], [1.75, 3.32, -1.82], [1.21, 2.18, -3.02], [2.93, 2.32, -2.67]]}

{"formula": "C21H26ClN3O2S", "method": "wB97M-V/def2-TZVPD", "gap_ha": 0.3206, "spin_multiplicity": 1, "e_lumo_ev": 0.356, "smiles": "CCN(CC)CCNC(=O)c1ccc(Sc2ccc(Cl)cc2)c(NC(C)=O)c1", "elements": ["C", "H", "H", "H", "C", "N", "C", "H", "C", "N", "C", "O", "C", "C", "C", "C", "C", "C", "H", "H", "S", "C", "C", "C", "C", "C", "C", "H", "H", "Cl", "H", "H", "N", "C", "O", "C", "H", "H", "H", "H", "H", "H", "H", "H", "H", "C", "C", "H", "H", "H", "H", "H", "H", "H"], "positions_angstrom": [[-6.12, 0.26, -0.16], [-7.11, -0.13, 0.08], [-5.62, -0.43, -0.84], [-6.25, 1.21, -0.67], [-5.30, 0.42, 1.11], [-3.93, 0.80, 0.83], [-3.81, 2.17, 0.34], [-3.09, 2.74, 0.94], [-3.34, 2.19, -1.12], [-2.11, 1.45, -1.27], [-0.90, 2.05, -1.24], [-0.76, 3.25, -1.25], [0.27, 1.12, -1.25], [0.21, -0.18, -0.76], [1.33, -1.01, -0.79], [2.54, -0.49, -1.29], [2.60, 0.81, -1.77], [1.48, 1.61, -1.74], [1.51, 2.63, -2.10], [3.54, 1.19, -2.16], [3.99, -1.53, -1.35], [5.21, -0.50, -0.58], [6.54, -0.69, -0.94], [7.53, 0.06, -0.34], [7.19, 1.00, 0.62], [5.87, 1.19, 0.99], [4.88, 0.43, 0.39], [3.85, 0.57, 0.68], [5.61, 1.92, 1.74], [8.43, 1.94, 1.36], [8.56, -0.08, -0.62], [6.78, -1.42, -1.69], [1.31, -2.32, -0.33], [0.22, -3.11, -0.07], [-0.93, -2.74, -0.18], [0.62, -4.50, 0.37], [1.17, -4.99, -0.43], [-0.28, -5.07, 0.59], [1.25, -4.45, 1.25], [2.22, -2.75, -0.28], [-0.69, -0.58, -0.34], [-2.19, 0.45, -1.13], [-3.15, 3.22, -1.44], [-4.09, 1.74, -1.77], [-4.77, 2.70, 0.40], [-3.01, 0.50, 1.91], [-2.75, -1.00, 2.06], [-3.61, -1.52, 2.47], [-1.92, -1.15, 2.74], [-2.50, -1.45, 1.11], [-3.36, 0.91, 2.87], [-2.06, 0.98, 1.67], [-5.80, 1.15, 1.78], [-5.28, -0.54, 1.62]]}

{"formula": "C21H26ClN3O4S", "method": "wB97M-V/def2-TZVPD", "gap_ha": 0.2373, "spin_multiplicity": 1, "e_lumo_ev": -1.508, "smiles": "Cc1cc(OCC(=O)Nc2ccc(S(=O)(=O)N3CCN(C)CC3)cc2)cc(C)c1Cl", "elements": ["C", "C", "C", "C", "C", "C", "C", "Cl", "C", "H", "H", "H", "H", "O", "C", "C", "O", "N", "C", "C", "C", "C", "C", "C", "H", "H", "S", "O", "O", "N", "C", "C", "N", "C", "H", "H", "H", "C", "C", "H", "H", "H", "H", "H", "H", "H", "H", "H", "H", "H", "H", "H", "H", "H", "H", "H"], "positions_angstrom": [[5.15, 1.31, -2.43], [5.44, 0.68, -1.18], [4.85, -0.44, -0.89], [4.92, -1.14, 0.36], [5.66, -0.64, 1.19], [6.20, 0.66, 1.12], [5.97, 1.18, -0.03], [6.80, 2.84, -0.69], [7.04, 1.47, 2.00], [7.17, 0.82, 3.00], [8.04, 1.79, 1.74], [6.57, 2.52, 2.21], [5.78, -1.11, 2.19], [4.31, -2.20, 0.82], [3.62, -3.08, -0.32], [2.23, -2.49, -0.55], [1.86, -2.91, -1.70], [1.72, -1.67, 0.32], [0.72, -0.73, 0.09], [-0.24, -0.79, -0.86], [-1.37, -0.02, -1.11], [-1.74, 0.88, 0.22], [-0.83, 0.91, 1.25], [0.23, 0.03, 1.41], [0.93, 0.15, 1.87], [-1.01, 1.46, 2.01], [-3.05, 1.66, -0.02], [-2.92, 2.84, -1.21], [-3.34, 2.44, 1.37], [-4.23, 0.66, -0.25], [-5.45, 1.38, -0.97], [-6.45, 0.11, -1.41], [-6.72, -0.67, -0.14], [-7.72, -0.24, 0.75], [-8.63, 0.08, 0.22], [-7.91, -0.66, 1.56], [-7.30, 0.79, 1.11], [-5.55, -1.18, 0.73], [-4.58, -0.05, 0.87], [-3.74, -0.39, 1.30], [-4.89, 0.47, 1.81], [-5.95, -1.71, 1.59], [-5.15, -1.91, -0.22], [-7.38, 0.41, -1.68], [-6.04, -0.44, -2.11], [-4.99, 1.76, -1.81], [-5.86, 1.86, -0.18], [-1.83, -0.14, -1.84], [0.07, -1.38, -1.92], [2.16, -1.44, 1.15], [3.43, -3.97, 0.25], [4.29, -3.22, -1.11], [4.27, -0.94, -1.72], [4.71, 2.21, -2.31], [4.59, 0.62, -3.03], [6.11, 1.55, -2.80]]}

{"formula": "C21H26ClNO3", "method": "wB97M-V/def2-TZVPD", "gap_ha": 0.3193, "spin_multiplicity": 1, "e_lumo_ev": 0.496, "smiles": "OCC1(CCOc2ccccc2)CCN(Cc2cc(Cl)ccc2O)CC1", "elements": ["O", "C", "H", "H", "C", "C", "C", "N", "C", "C", "H", "H", "H", "H", "C", "C", "C", "C", "C", "C", "C", "O", "H", "H", "H", "Cl", "H", "H", "H", "H", "H", "H", "H", "C", "C", "H", "O", "C", "C", "C", "C", "C", "C", "H", "H", "H", "H", "H", "H", "H", "H", "H"], "positions_angstrom": [[2.53, -1.46, 3.02], [2.04, -1.18, 1.73], [2.85, -0.64, 1.24], [1.88, -2.11, 1.17], [0.75, -0.33, 1.72], [0.29, -0.09, 0.28], [1.18, 0.88, -0.48], [1.26, 2.15, 0.23], [1.89, 1.96, 1.53], [1.03, 1.03, 2.38], [1.53, 0.87, 3.34], [0.07, 1.53, 2.58], [1.96, 2.93, 2.02], [2.91, 1.55, 1.43], [1.90, 3.18, -0.57], [1.04, 3.61, -1.73], [1.62, 3.93, -2.95], [0.85, 4.38, -4.00], [-0.52, 4.53, -3.86], [-1.11, 4.20, -2.66], [-0.35, 3.74, -1.59], [-0.98, 3.42, -0.44], [-0.33, 2.96, 0.14], [-2.18, 4.29, -2.52], [-1.12, 4.88, -4.68], [1.61, 4.78, -5.51], [2.69, 3.83, -3.07], [2.89, 2.86, -0.94], [2.06, 4.05, 0.08], [0.75, 1.07, -1.47], [2.19, 0.45, -0.63], [0.24, -1.03, -0.27], [-0.72, 0.32, 0.30], [-0.37, -1.02, 2.53], [-0.79, -2.41, 2.08], [-1.40, -2.87, 2.87], [-1.55, -2.29, 0.90], [-2.03, -3.42, 0.30], [-2.75, -3.21, -0.88], [-3.28, -4.28, -1.57], [-3.11, -5.57, -1.09], [-2.40, -5.78, 0.07], [-1.86, -4.71, 0.77], [-1.32, -4.90, 1.69], [-2.26, -6.78, 0.45], [-3.53, -6.41, -1.63], [-3.83, -4.11, -2.48], [-2.87, -2.20, -1.24], [0.08, -3.06, 1.90], [-1.25, -0.38, 2.49], [-0.06, -1.08, 3.58], [1.89, -2.02, 3.48]]}

{"formula": "C21H26F4N2PbTe", "method": "wB97M-V/def2-TZVPD", "total_charge": 2, "gap_ha": [0.1472, 0.1023], "spin_multiplicity": 1, "e_lumo_ev": [-9.492, -10.080], "elements": ["Pb", "C", "C", "N", "C", "C", "C", "C", "N", "C", "C", "F", "C", "F", "C", "C", "F", "C", "F", "H", "H", "H", "H", "H", "H", "H", "H", "H", "H", "H", "H", "H", "H", "H", "C", "Te", "C", "C", "C", "C", "C", "C", "C", "H", "H", "H", "H", "H", "H", "H", "H", "C", "H", "H", "H"], "positions_angstrom": [[-0.52, -0.11, -0.19], [-3.09, -2.57, 0.35], [-1.84, -2.82, 1.17], [-1.19, -1.59, 1.71], [0.06, -2.01, 2.41], [0.94, -0.87, 2.92], [-2.10, -0.84, 2.62], [-2.71, 0.38, 1.96], [-1.67, 1.26, 1.42], [-1.49, 2.52, 1.80], [-0.68, 3.35, 0.97], [-0.20, 2.79, -0.17], [-0.42, 4.66, 1.24], [0.31, 5.37, 0.39], [-0.95, 5.26, 2.38], [-1.72, 4.49, 3.24], [-2.20, 5.03, 4.35], [-1.99, 3.17, 2.98], [-2.68, 2.47, 3.88], [-3.47, -3.52, -0.02], [-2.90, -1.94, -0.52], [-3.90, -2.12, 0.94], [-1.09, -3.33, 0.56], [-2.07, -3.48, 2.01], [0.63, -2.62, 1.71], [-0.22, -2.66, 3.25], [1.24, -0.19, 2.12], [1.85, -1.29, 3.34], [0.47, -0.28, 3.71], [-1.54, -0.54, 3.51], [-2.90, -1.50, 2.96], [-3.39, 0.88, 2.63], [-3.29, 0.06, 1.09], [-0.75, 6.30, 2.60], [3.26, -0.92, -1.24], [2.31, 0.99, -1.08], [1.83, 0.74, -3.15], [2.76, -0.35, -3.64], [2.93, -0.56, -5.00], [3.76, -1.57, -5.45], [4.45, -2.36, -4.54], [4.29, -2.15, -3.18], [3.44, -1.15, -2.72], [2.63, -1.68, -0.77], [4.20, -0.86, -0.70], [2.00, 1.70, -3.64], [0.78, 0.47, -3.26], [2.41, 0.07, -5.72], [3.90, -1.72, -6.51], [5.11, -3.14, -4.89], [4.83, -2.77, -2.47], [-2.19, 0.33, -1.68], [-1.93, 1.31, -2.09], [-3.14, 0.36, -1.16], [-2.18, -0.44, -2.45]]}

{"formula": "C21H26FN3O2", "method": "wB97M-V/def2-TZVPD", "gap_ha": 0.3058, "spin_multiplicity": 1, "e_lumo_ev": 0.651, "smiles": "CCOc1ccc(NC(=O)CCN2CCN(c3ccccc3F)CC2)cc1", "elements": ["C", "C", "O", "C", "C", "C", "C", "C", "C", "H", "H", "N", "C", "O", "C", "C", "N", "C", "C", "N", "C", "C", "C", "C", "C", "C", "H", "H", "H", "H", "F", "C", "H", "C", "H", "H", "H", "H", "H", "H", "H", "H", "H", "H", "H", "H", "H", "H", "H", "H", "H", "H", "H"], "positions_angstrom": [[2.41, 2.73, -7.22], [3.68, 2.59, -6.38], [3.45, 2.72, -5.00], [2.86, 1.70, -4.30], [2.57, 0.44, -4.80], [2.00, -0.52, -3.99], [1.70, -0.24, -2.66], [2.00, 1.02, -2.16], [2.57, 1.98, -2.97], [2.80, 2.96, -2.59], [1.77, 1.25, -1.13], [1.12, -1.17, -1.79], [0.62, -2.40, -2.07], [0.62, -2.94, -3.15], [0.03, -3.06, -0.82], [-0.98, -2.17, -0.09], [-0.33, -1.05, 0.57], [0.19, -1.35, 1.90], [-0.89, -1.40, 2.99], [-1.61, -0.15, 2.98], [-2.20, 0.36, 4.13], [-2.47, -0.39, 5.28], [-2.98, 0.18, 6.43], [-3.28, 1.53, 6.46], [-3.05, 2.29, 5.33], [-2.51, 1.72, 4.20], [-2.31, 2.35, 3.34], [-3.27, 3.35, 5.34], [-3.70, 1.97, 7.35], [-3.16, -0.46, 7.28], [-2.24, -1.73, 5.31], [-2.21, 0.11, 1.69], [-2.76, 1.05, 1.71], [-1.11, 0.17, 0.63], [-1.54, 0.38, -0.36], [-0.42, 0.99, 0.88], [-2.92, -0.69, 1.43], [-0.39, -1.53, 3.95], [-1.55, -2.26, 2.82], [0.72, -2.30, 1.86], [0.91, -0.56, 2.15], [-1.70, -1.78, -0.81], [-1.54, -2.80, 0.63], [-0.46, -3.98, -1.14], [0.85, -3.32, -0.15], [0.94, -0.84, -0.85], [1.77, -1.50, -4.39], [2.79, 0.18, -5.83], [4.18, 1.63, -6.60], [4.38, 3.40, -6.62], [1.70, 1.95, -6.97], [2.66, 2.67, -8.27], [1.95, 3.70, -7.01]]}

{"formula": "C21H26I2N2OSi2V", "method": "wB97M-V/def2-TZVPD", "total_charge": 2, "gap_ha": [0.2177, 0.2390], "spin_multiplicity": 2, "e_lumo_ev": [-7.793, -7.223], "elements": ["V", "C", "Si", "C", "C", "C", "C", "C", "C", "C", "C", "N", "Si", "C", "C", "C", "H", "H", "H", "H", "H", "H", "H", "H", "H", "H", "H", "H", "H", "H", "H", "H", "H", "H", "H", "H", "H", "H", "I", "C", "C", "C", "I", "C", "C", "C", "C", "N", "C", "C", "O", "H", "H", "H", "H"], "positions_angstrom": [[0.20, -0.13, 1.09], [4.18, 0.54, 1.91], [2.76, -0.57, 1.54], [3.11, -2.38, 1.43], [1.51, -0.18, 3.01], [1.75, 0.11, 0.03], [1.58, 1.60, 0.20], [2.36, 2.58, -0.38], [2.08, 3.91, -0.09], [1.02, 4.22, 0.76], [0.27, 3.20, 1.30], [0.55, 1.92, 1.02], [1.92, -0.68, -1.75], [1.22, -2.39, -1.70], [3.75, -0.66, -2.12], [0.97, 0.44, -2.88], [4.73, 0.16, 2.78], [3.87, 1.56, 2.13], [4.88, 0.57, 1.08], [3.57, -2.71, 2.36], [3.81, -2.58, 0.62], [2.20, -2.96, 1.27], [2.00, -0.85, 3.73], [0.46, -0.52, 3.19], [1.63, 0.83, 3.38], [3.18, 2.31, -1.04], [2.68, 4.70, -0.53], [0.78, 5.25, 1.00], [-0.57, 3.39, 1.95], [1.80, -3.07, -1.07], [1.23, -2.80, -2.71], [0.18, -2.42, -1.36], [4.33, -1.20, -1.36], [4.15, 0.35, -2.19], [3.93, -1.15, -3.08], [-0.11, 0.41, -2.69], [1.12, 0.10, -3.91], [1.30, 1.48, -2.84], [-0.70, -5.05, 1.93], [-1.81, -3.65, 0.89], [-3.01, -4.02, 0.23], [-3.75, -3.12, -0.48], [-5.50, -3.76, -1.40], [-3.32, -1.76, -0.58], [-3.98, -0.72, -1.26], [-3.45, 0.55, -1.27], [-2.26, 0.80, -0.59], [-1.61, -0.16, 0.06], [-2.13, -1.42, 0.07], [-1.38, -2.35, 0.80], [-0.26, -1.85, 1.37], [-3.34, -5.05, 0.31], [-4.91, -0.93, -1.78], [-3.95, 1.36, -1.78], [-1.82, 1.79, -0.58]]}

Number 1: strongest force on any atom 14.97 eV/A. Number 2: strongest force on any atom 1.43 eV/A. Number 3: strongest force on any atom 0.51 eV/A. Number 4: strongest force on any atom 19.61 eV/A. Number 5: strongest force on any atom 0.53 eV/A. Number 6: strongest force on any atom 1.71 eV/A. Number 7: strongest force on any atom 0.53 eV/A. Number 8: strongest force on any atom 0.47 eV/A.